1.
Molecular formula: C3H8O3
Method: DFT, ωB97M-V with the def2-TZVPD basis set

Element x y z (Å)
H (1.086, 2.797, 0.578)
H (0.367, 2.606, 0.616)
O (-1.275, 0.911, 0.469)
C (-1.263, 0.166, -0.488)
C (-1.137, -1.326, -0.295)
O (-0.784, -1.629, 1.022)
H (-1.333, 0.549, -1.523)
H (-2.103, -1.774, -0.583)
H (-0.388, -1.723, -0.994)
H (-0.973, -0.824, 1.535)
C (1.949, 0.058, -0.078)
O (2.997, 0.631, 0.069)
H (1.463, -0.017, -1.077)
H (1.395, -0.428, 0.748)

Values from the calculation:
2S+1 = 1
HOMO-LUMO gap = 10.6 eV
SMILES string = [H][H].O=CCO.C=O
Energy above the lowest of the compared OMol25 structures with the same formula, charge and spin = 3.161 eV

natural (NBO) atomic charge list, values in e, 4 entries: H -0.007; H 0.004; O -0.536; C 0.408

2.
Molecular formula: C3H8O3S2
Method: DFT, ωB97M-V with the def2-TZVPD basis set

Element x y z (Å)
O (0.822, 2.073, -2.134)
C (0.384, 1.865, -1.041)
O (-0.132, 2.872, -0.272)
C (0.316, 0.532, -0.367)
C (0.095, -0.583, -1.378)
S (0.740, -2.285, -1.174)
S (-0.596, -3.295, -0.067)
H (-0.649, 3.465, -0.831)
H (1.239, 0.345, 0.181)
H (-0.467, 0.499, 0.391)
H (0.569, -0.390, -2.333)
H (-0.966, -0.739, -1.554)
H (-0.225, -3.507, 1.203)
O (-0.201, -0.253, 2.807)
H (-0.864, 0.365, 3.118)
H (-0.066, -0.963, 3.449)

Values from the calculation:
2S+1 = 1
HOMO-LUMO gap = 9.4 eV
SMILES string = O=C(O)CCSS.O
Energy above the lowest of the compared OMol25 structures with the same formula, charge and spin = 0.669 eV

natural (NBO) atomic charge list, values in e, 4 entries: O -0.568; C 0.801; O -0.711; C -0.551

3.
Molecular formula: C3H8O4
Method: DFT, ωB97M-V with the def2-TZVPD basis set

Element x y z (Å)
O (0.120, -0.940, 1.564)
C (0.058, -1.250, 0.412)
O (-0.911, -2.048, -0.115)
C (0.966, -0.747, -0.691)
C (0.846, 0.804, -0.912)
O (0.935, 1.457, 0.377)
H (-1.453, -2.393, 0.614)
H (0.717, -1.373, -1.563)
H (1.907, -1.277, -0.450)
H (-0.233, 0.935, -1.080)
H (1.663, 1.331, -1.416)
H (1.296, 0.896, 1.048)
O (-1.806, 1.244, 0.587)
H (-2.294, 1.247, 1.419)
H (-1.811, 2.115, 0.205)

Values from the calculation:
2S+1 = 1
HOMO-LUMO gap = 10.5 eV
SMILES string = O=C(O)CCO.O
Energy above the lowest of the compared OMol25 structures with the same formula, charge and spin = 1.328 eV

natural (NBO) atomic charge list, values in e, 4 entries: O -0.595; C 0.811; O -0.689; C -0.566

4.
Molecular formula: C3H8O4
Method: DFT, ωB97M-V with the def2-TZVPD basis set

Element x y z (Å)
O (-3.668, 1.617, -1.418)
C (-3.641, 0.861, -0.430)
O (-4.731, 0.491, 0.314)
C (-2.358, 0.137, -0.017)
C (-1.086, 0.541, -0.784)
O (0.000, 0.000, 0.000)
H (-5.496, 1.004, -0.065)
H (-2.564, -0.933, -0.214)
H (-2.271, 0.267, 1.079)
H (-0.905, 1.628, -0.678)
H (-1.116, 0.308, -1.865)
H (0.460, -0.716, -0.486)
O (-5.116, 4.999, -0.907)
H (-6.044, 5.304, -1.024)
H (-5.126, 4.491, -0.065)

Values from the calculation:
2S+1 = 1
HOMO-LUMO gap = 10.9 eV
SMILES string = O=C(O)CCO.O
Energy above the lowest of the compared OMol25 structures with the same formula, charge and spin = 0.831 eV

natural (NBO) atomic charge list, values in e, 4 entries: O -0.599; C 0.789; O -0.684; C -0.532

5.
Molecular formula: C3H8O4
Method: DFT, ωB97M-V with the def2-TZVPD basis set

Element x y z (Å)
O (-1.463, 0.468, 0.025)
C (-0.479, 0.940, -0.479)
O (0.141, 2.034, 0.085)
C (0.283, 0.257, -1.588)
C (1.020, -0.987, -1.012)
O (2.138, -0.639, -0.187)
H (-0.568, 2.153, 0.747)
H (0.974, 0.941, -2.063)
H (-0.449, -0.142, -2.304)
H (1.410, -1.519, -1.872)
H (0.278, -1.599, -0.502)
H (1.786, -0.798, 0.699)
O (-1.358, -0.472, 3.031)
H (-1.680, -0.818, 2.191)
H (-2.034, 0.180, 3.229)

Values from the calculation:
2S+1 = 1
HOMO-LUMO gap = 11.3 eV
SMILES string = O=C(O)CCO.O
Energy above the lowest of the compared OMol25 structures with the same formula, charge and spin = 0.583 eV

natural (NBO) atomic charge list, values in e, 4 entries: O -0.628; C 0.789; O -0.662; C -0.536

6.
Molecular formula: C3H8O4P
Method: DFT, ωB97M-V with the def2-TZVPD basis set

Element x y z (Å)
C (2.162, 1.020, 0.961)
C (-1.603, -1.898, -0.700)
C (1.287, 0.583, -0.168)
O (-1.837, 0.940, -0.814)
O (-1.856, 0.953, 1.762)
O (1.037, 1.433, -1.161)
O (-1.480, -1.298, 0.543)
P (-1.325, 0.361, 0.494)
H (2.534, 2.004, 0.860)
H (1.432, 0.983, 1.776)
H (2.984, 0.326, 1.008)
H (-2.692, -1.936, -1.060)
H (-1.154, -2.976, -0.429)
H (-0.931, -1.324, -1.413)
H (1.314, -0.504, -0.493)
H (0.128, 1.330, -1.168)

Values from the calculation:
Total charge = -1
2S+1 = 1
HOMO-LUMO gap (alpha / beta) = 6.9 / 6.9 eV
Energy above the lowest of the compared OMol25 structures with the same formula, charge and spin = 3.374 eV

natural (NBO) atomic charge list, values in e, 4 entries: C -0.705; C -0.254; C -0.031; O -1.184

7.
Molecular formula: C3H8OS
Method: DFT, ωB97M-V with the def2-TZVPD basis set

Element x y z (Å)
O (1.238, 0.204, 1.531)
C (-0.022, -0.449, 1.320)
C (-0.168, -0.665, -0.182)
C (-0.721, 0.473, -1.042)
S (0.556, 1.535, -1.907)
H (1.189, 0.826, 2.239)
H (0.056, -1.445, 1.770)
H (-0.821, 0.124, 1.787)
H (0.816, -0.911, -0.589)
H (-0.785, -1.534, -0.423)
H (-1.242, 1.242, -0.472)
H (-1.403, 0.077, -1.784)
H (1.309, 0.524, -2.247)

Values from the calculation:
2S+1 = 1
HOMO-LUMO gap = 9.8 eV
SMILES string = OCCCS
Energy above the lowest of the compared OMol25 structures with the same formula, charge and spin = 0.437 eV

natural (NBO) atomic charge list, values in e, 4 entries: O -0.730; C -0.060; C -0.442; C -0.480

8.
Molecular formula: C3H8OS
Method: DFT, ωB97M-V with the def2-TZVPD basis set

Element x y z (Å)
C (-1.486, 1.331, -0.389)
C (0.298, -1.149, 0.590)
C (0.939, 0.197, 0.681)
O (0.044, -1.507, -0.746)
S (2.286, 0.532, -0.324)
H (-1.728, 0.830, -1.305)
H (-2.056, 1.112, 0.488)
H (-1.017, 2.288, -0.466)
H (-0.623, -1.157, 1.187)
H (0.957, -1.943, 0.970)
H (0.844, 0.791, 1.568)
H (-0.516, -0.811, -1.127)
H (2.058, -0.513, -1.127)

Values from the calculation:
2S+1 = 1
HOMO-LUMO gap (alpha / beta) = 9.1 / 7.4 eV
Energy above the lowest of the compared OMol25 structures with the same formula, charge and spin = 3.572 eV

natural (NBO) atomic charge list, values in e, 4 entries: C -0.558; C -0.135; C -0.375; O -0.723

9.
Molecular formula: C3H8OS
Method: DFT, ωB97M-V with the def2-TZVPD basis set

Element x y z (Å)
C (2.853, 0.734, 0.606)
C (1.854, 1.557, 1.345)
O (1.132, 2.366, 0.906)
H (2.814, 0.945, -0.516)
H (2.616, -0.470, 0.683)
H (3.812, 0.752, 1.121)
H (1.928, 1.266, 2.531)
C (-2.888, -0.794, -0.836)
S (-2.274, -1.692, -2.228)
H (-2.133, -0.340, -0.293)
H (-3.636, 0.029, -1.227)
H (-3.405, -1.457, -0.101)
H (-2.673, -2.895, -1.991)

Values from the calculation:
2S+1 = 1
HOMO-LUMO gap = 9.8 eV
SMILES string = CC=O.CS
Energy above the lowest of the compared OMol25 structures with the same formula, charge and spin = 1.370 eV

natural (NBO) atomic charge list, values in e, 4 entries: C -0.736; C 0.463; O -0.506; H 0.238

no.,energy (eV)
1,-9380.6411
2,-31053.6572
3,-11429.9418
4,-11430.4385
5,-11430.6861
6,-20720.1932
7,-16122.8000
8,-16119.6654
9,-16121.8676